No. 1
Molecular formula: C5H9N3
Method: DFT, the ωB97M-V functional and the def2-TZVPD basis

Positions of all 17 atoms, in Å:
C 0.35149 -1.19740 1.49274
N -0.12640 -0.62352 0.25828
C 0.02483 -1.27691 -0.86653
C 0.15240 1.25827 0.30104
C -0.62226 0.73380 -2.18245
C -0.43593 1.95567 1.27077
N -0.57145 -0.45840 -2.03913
N 0.57702 -2.39094 -1.13396
H 0.64767 -2.56077 -2.13161
H 1.20657 1.34463 0.06671
H 0.14088 -2.26793 1.52112
H -0.16609 -0.70893 2.32688
H 1.42948 -1.06095 1.61039
H -1.02830 1.41655 -2.91500
H -0.22286 1.36016 -1.00457
H 0.11664 2.65637 1.88042
H -1.47369 1.82032 1.54489

As for the highest occupied orbital energy (spin up / spin down): -8.122 / -8.122 eV. Its LUMO energy (spin up / spin down) is -0.3 / -0.3 eV. As for the energy above the lowest of the compared OMol25 structures with the same formula, charge and spin: 6.024 eV. Its HOMO-LUMO gap (spin up / spin down) is 7.79 / 7.79 eV. The molar mass is 111.1 g mol⁻¹. For the total energy, the calculation gives -9795.4434 eV.

Population analysis type Mulliken, resulting atomic charges in e:
1. C -0.983
2. N -0.182
3. C 0.479
4. C -0.232
5. C -0.019
6. C -0.658
7. N -0.394
8. N -0.689
9. H 0.259
10. H 0.381
11. H 0.393
12. H 0.309
13. H 0.312
14. H 0.382
15. H 0.082
16. H 0.268
17. H 0.290

=====

No. 2
Molecular formula: C8H12NO
Method: DFT, the ωB97M-V functional and the def2-TZVPD basis

Positions of all 22 atoms, in Å:
C -0.66326 -0.45709 1.97461
C -1.06315 -1.49973 2.66323
C -0.50026 -0.55004 0.51272
C 0.00260 -0.24667 -1.66892
C -0.70870 -1.51058 -1.45516
C 2.02064 1.79911 -0.92223
C -1.37322 -2.52429 3.30750
C 0.61361 1.66496 -0.19543
N 0.01072 0.30169 -0.33098
O -0.89569 -1.63581 -0.04128
H -0.41508 0.51704 2.43031
H 0.94352 -0.34728 -2.04319
H -0.57045 0.46291 -2.30974
H -1.85246 -1.44599 -1.84827
H -0.36575 -2.40403 -2.00746
H 2.04193 1.25885 -1.84969
H 2.15088 2.82993 -1.06609
H 2.85992 1.51071 -0.23116
H -2.31041 -2.75403 3.66867
H -0.52314 -3.10303 3.64998
H -0.17263 2.22117 -0.70652
H 0.61528 2.12188 0.76741

As for the highest occupied orbital energy (spin up / spin down): -10.000 / -13.985 eV. Its charge is +1. Its LUMO energy (spin up / spin down) is -2.6 / -7.6 eV. As for the energy above the lowest of the compared OMol25 structures with the same formula, charge and spin: 0.762 eV. The multiplicity is 3. Its HOMO-LUMO gap (spin up / spin down) is 7.39 / 6.36 eV. The molar mass is 138.2 g mol⁻¹. For the total energy, the calculation gives -12014.8563 eV.

Population analysis type Mulliken, resulting atomic charges in e:
1. C -0.380
2. C -0.066
3. C 1.008
4. C -0.707
5. C -0.446
6. C -1.082
7. C -0.655
8. C -0.527
9. N 0.129
10. O -0.360
11. H 0.348
12. H 0.441
13. H 0.341
14. H 0.248
15. H 0.359
16. H 0.379
17. H 0.374
18. H 0.289
19. H 0.314
20. H 0.241
21. H 0.338
22. H 0.414

=====

No. 3
Molecular formula: C4H6FN
Method: DFT, the ωB97M-V functional and the def2-TZVPD basis

Positions of all 12 atoms, in Å:
C 0.19907 -0.72627 0.67627
C -0.09179 0.25131 1.79867
C -0.17646 1.59547 1.07541
C 0.13348 -0.98397 -1.77206
N 0.35824 -1.29251 -0.40108
F -1.13544 2.06591 0.19416
H -1.01731 -0.02585 2.25045
H 0.76694 0.29840 2.48013
H 0.74286 1.75399 0.39593
H 0.58286 -0.06468 -2.08318
H -0.91807 -1.04625 -2.19436
H 0.55562 -1.82555 -2.42035

As for the highest occupied orbital energy (spin up / spin down): -7.815 / -6.609 eV. Its LUMO energy (spin up / spin down) is 0.8 / 0.4 eV. As for the energy above the lowest of the compared OMol25 structures with the same formula, charge and spin: 4.807 eV. Its HOMO-LUMO gap (spin up / spin down) is 8.57 / 6.99 eV. The molar mass is 87.1 g mol⁻¹. For the total energy, the calculation gives -8447.5273 eV.

Population analysis type Mulliken, resulting atomic charges in e:
1. C 0.260
2. C -0.084
3. C -0.366
4. C -0.708
5. N -0.373
6. F -0.251
7. H 0.270
8. H 0.232
9. H 0.178
10. H 0.304
11. H 0.272
12. H 0.267

=====

No. 4
Molecular formula: C3H7N2OS
Method: DFT, the ωB97M-V functional and the def2-TZVPD basis

Positions of all 14 atoms, in Å:
S 1.81844 -1.87257 -0.05048
C 1.88802 -0.04656 -0.13635
C 0.81403 0.71791 0.57223
N -0.60529 0.44917 0.01455
C -1.18774 -0.91164 0.03180
N -2.37122 -1.16969 -0.64164
O -2.25592 -1.16217 0.80150
H 1.71119 0.16640 -1.25699
H 2.99502 -0.03880 0.20252
H 0.79610 0.58116 1.66692
H 1.01325 1.85851 0.25415
H -1.17569 1.07320 0.50429
H -0.64007 0.73304 -0.99224
H -2.80011 -0.37796 -0.97027

As for the highest occupied orbital energy (spin up / spin down): -13.613 / -13.186 eV. Its charge is +1. Its LUMO energy (spin up / spin down) is -6.0 / -5.9 eV. As for the energy above the lowest of the compared OMol25 structures with the same formula, charge and spin: 8.158 eV. Its HOMO-LUMO gap (spin up / spin down) is 7.60 / 7.24 eV. The molar mass is 119.2 g mol⁻¹. For the total energy, the calculation gives -19073.1397 eV.

Population analysis type Mulliken, resulting atomic charges in e:
1. S 0.030
2. C -0.629
3. C -0.364
4. N -0.193
5. C 0.489
6. N -0.401
7. O -0.239
8. H 0.277
9. H 0.353
10. H 0.334
11. H 0.314
12. H 0.357
13. H 0.438
14. H 0.235

=====

No. 5
Molecular formula: C14H16O
Method: DFT, the ωB97M-V functional and the def2-TZVPD basis

Positions of all 31 atoms, in Å:
C 2.45837 3.30725 2.01085
C 1.63204 2.86148 0.85315
C 0.69199 1.81242 0.99384
C -0.06675 1.45072 -0.08112
C 0.05786 2.07596 -1.31376
O -0.65843 1.72700 -2.39774
C 0.96923 3.12052 -1.45898
C 1.71379 3.55380 -0.34737
H 3.52418 3.35661 1.77938
H 2.18136 2.86850 2.96832
H 2.23984 4.37011 2.20778
H 0.51388 1.52188 2.01606
H -0.99411 0.91659 0.13581
H -1.25721 0.99717 -2.29502
H 1.17411 3.53816 -2.43468
H 2.31459 4.45405 -0.29995
C -0.10236 -2.40385 1.80919
C -0.74097 -2.59450 0.47103
C -0.26482 -2.19328 -0.75594
C -0.86742 -2.50022 -1.94914
C -2.08908 -3.19027 -1.97680
C -2.63889 -3.50518 -0.75092
C -1.98460 -3.22708 0.47492
H 0.74482 -3.07224 1.98440
H -0.72082 -2.50824 2.69265
H 0.39592 -1.42022 1.73398
H 0.70702 -1.70574 -0.84054
H -0.42132 -2.31521 -2.91878
H -2.48319 -3.52651 -2.92428
H -3.49560 -4.17258 -0.71519
H -2.53340 -3.59711 1.32887

As for the highest occupied orbital energy: -8.174 eV. Its LUMO energy is 0.9 eV. As for the energy above the lowest of the compared OMol25 structures with the same formula, charge and spin: 0.924 eV. Its HOMO-LUMO gap is 9.03 eV. The molar mass is 200.3 g mol⁻¹. For the total energy, the calculation gives -16824.3110 eV.

Population analysis type Mulliken, resulting atomic charges in e:
1. C -1.448
2. C 0.907
3. C -0.816
4. C -0.053
5. C 0.388
6. O -0.554
7. C -0.611
8. C -0.641
9. H 0.322
10. H 0.345
11. H 0.345
12. H 0.287
13. H 0.474
14. H 0.290
15. H 0.375
16. H 0.380
17. C -1.151
18. C 0.669
19. C -0.133
20. C -0.595
21. C -0.495
22. C -0.465
23. C -0.427
24. H 0.295
25. H 0.354
26. H 0.158
27. H 0.390
28. H 0.403
29. H 0.392
30. H 0.302
31. H 0.314

=====

No. 6
Molecular formula: C34H40N4O7OsS
Method: DFT, the ωB97M-V functional and the def2-TZVPD basis

Positions of all 87 atoms, in Å:
Os 0.27695 1.82303 0.49588
C -0.96535 5.08759 2.17088
C -1.50933 3.92968 1.34066
C -3.01770 3.79511 1.47980
O -0.89361 2.70313 1.77795
C -1.13158 4.17501 -0.11295
O -1.63564 4.98023 -0.82885
O -0.12192 3.35424 -0.57777
H -1.19835 4.91777 3.22305
H -1.42605 6.02218 1.85560
H 0.11528 5.18822 2.04821
H -3.27747 3.68861 2.53330
H -3.37844 2.92202 0.93427
H -3.51002 4.67949 1.08014
H -1.63497 1.34138 2.20232
C 4.58747 1.39706 5.18303
C 3.59647 1.50890 4.07005
C 3.59763 0.62849 2.98993
C 2.66486 0.75433 1.98721
N 1.72238 1.71298 2.00346
C 1.69673 2.56896 3.04842
C 2.61058 2.49476 4.07254
H 5.40676 0.72955 4.92697
H 4.09540 1.00781 6.07692
H 4.99398 2.37526 5.43858
H 4.33163 -0.16328 2.92351
H 2.65017 0.07533 1.14853
H 0.91961 3.31454 3.04294
H 2.54822 3.21399 4.87829
O -1.71974 0.45799 2.63772
C -0.83554 -0.40047 2.22026
O 0.03411 -0.10589 1.37085
C -0.92589 -1.75533 2.76983
C -1.93160 -2.07932 3.68254
C -2.00319 -3.36480 4.19027
C -1.07529 -4.31954 3.79422
C -0.06892 -3.99603 2.88970
C 0.00727 -2.71528 2.37725
H -2.64840 -1.32977 3.98593
H -2.78021 -3.62365 4.89631
H -1.13160 -5.32214 4.19738
H 0.65376 -4.74467 2.59286
H 0.78846 -2.44292 1.68212
O -0.58750 0.71688 -0.99085
S -2.14047 0.90350 -1.21280
C -2.19348 1.80097 -2.77436
C -1.92875 0.74981 -3.84533
C -2.80524 -0.43894 -3.46331
C -2.60266 -0.68529 -1.96366
H -1.49134 2.62998 -2.68857
H -3.20924 2.20346 -2.83691
H -0.87259 0.46957 -3.86092
H -2.17720 1.14330 -4.82993
H -2.53636 -1.34107 -4.00945
H -3.85285 -0.21591 -3.67004
H -1.74388 -1.32928 -1.75923
H -3.47474 -1.07015 -1.43828
C -3.22443 -5.28195 -2.35528
C -1.99950 -4.42569 -2.52461
C -1.22626 -4.04636 -1.42963
C -0.07544 -3.29432 -1.59630
C 0.33676 -2.90103 -2.86549
N 1.52459 -2.12926 -2.94027
C 1.93694 -1.35858 -3.98185
O 1.45656 -1.34446 -5.08877
N 3.03343 -0.51840 -3.65940
C 3.02601 0.43728 -2.65014
C 4.03714 1.40018 -2.59924
C 3.97774 2.39620 -1.64662
C 2.92139 2.43018 -0.75563
N 1.95942 1.50043 -0.78568
C 2.01514 0.51966 -1.69726
C -0.41470 -3.27382 -3.97336
C -1.56875 -4.02471 -3.78588
H -3.67964 -5.13740 -1.37575
H -2.96689 -6.33862 -2.44611
H -3.97171 -5.06187 -3.11672
H -1.52465 -4.34779 -0.43142
H 0.51648 -3.01341 -0.73196
H 2.16665 -2.23186 -2.17147
H 3.50006 -0.22555 -4.50699
H 4.84977 1.37182 -3.31492
H 4.73871 3.16197 -1.59913
H 2.83225 3.21224 -0.01495
H 1.20113 -0.18465 -1.68792
H -0.09771 -2.99308 -4.96551
H -2.14116 -4.31857 -4.65827

As for the highest occupied orbital energy (spin up / spin down): -13.086 / -13.086 eV. Its charge is +2. Its LUMO energy (spin up / spin down) is -7.2 / -7.3 eV. Its HOMO-LUMO gap (spin up / spin down) is 5.85 / 5.77 eV. The molar mass is 839.0 g mol⁻¹. For the total energy, the calculation gives -69491.2761 eV.

Population analysis type Mulliken, resulting atomic charges in e:
1. Os 5.797
2. C -1.946
3. C 1.959
4. C -1.781
5. O -1.127
6. C -0.031
7. O -0.546
8. O -0.803
9. H 0.484
10. H 0.420
11. H 0.465
12. H 0.446
13. H 0.250
14. H 0.438
15. H 0.512
16. C -1.489
17. C 0.968
18. C -0.988
19. C 0.050
20. N 0.049
21. C -0.325
22. C -0.877
23. H 0.376
24. H 0.326
25. H 0.404
26. H 0.421
27. H 0.435
28. H 0.365
29. H 0.515
30. O -0.593
31. C 0.015
32. O -1.104
33. C 0.419
34. C -0.407
35. C -0.733
36. C -0.474
37. C -0.861
38. C -0.134
39. H 0.495
40. H 0.449
41. H 0.440
42. H 0.450
43. H 0.361
44. O -1.315
45. S 0.391
46. C -0.892
47. C -0.263
48. C -0.781
49. C 0.098
50. H 0.425
51. H 0.596
52. H -0.060
53. H 0.566
54. H 0.336
55. H 0.382
56. H -0.658
57. H 0.590
58. C -1.677
59. C 0.703
60. C -0.483
61. C -0.612
62. C 0.443
63. N -0.145
64. C 0.137
65. O -0.587
66. N -0.163
67. C -0.058
68. C -0.577
69. C -1.131
70. C -0.275
71. N -0.652
72. C 0.009
73. C -0.639
74. C -0.601
75. H 0.380
76. H 0.355
77. H 0.402
78. H 0.463
79. H 0.335
80. H 0.356
81. H 0.367
82. H 0.483
83. H 0.475
84. H 0.546
85. H 0.672
86. H 0.519
87. H 0.446